[1]
{
  "formula": "C3H7O3",
  "method": "wB97M-V/def2-TZVPD",
  "elements": ["C", "C", "O", "O", "H", "H", "H", "C", "O", "H", "H", "H", "H"],
  "coordinates": [[-1.0457, -2.1740, -0.5156], [-1.2540, -0.6695, -0.2143], [-0.7080, 0.1237, -1.0265], [-1.9999, -0.4109, 0.7423], [-0.1685, -2.3496, -1.1166], [-1.9177, -2.4658, -1.0996], [-0.9844, -2.7461, 0.4124], [1.6160, 1.8147, 0.7063], [0.6709, 2.2775, -0.2451], [0.1700, 1.4756, -0.5476], [1.1450, 1.1978, 1.4828], [2.4156, 1.2381, 0.2262], [2.0608, 2.6887, 1.1953]],
  "atomic_forces_ev_per_a": [[-0.13, 0.32, 0.21], [-0.19, -0.43, -0.08], [0.31, 0.16, -0.03], [0.07, 0.18, 0.18], [0.37, 0.00, -0.24], [-0.10, -0.30, 0.07], [-0.20, -0.02, -0.10], [-0.46, 0.34, -0.31], [0.52, -0.25, 0.38], [-0.34, 0.16, -0.05], [0.05, -0.02, -0.08], [0.07, -0.06, 0.08], [0.02, -0.08, -0.05]],
  "multiplicity": 1,
  "total_charge": -1,
  "relative_energy_kcal_mol": 13.8,
  "homo_energy_ev": -4.40,
  "gap_ev": 8.619
}

=====

[2]
{
  "formula": "C3H7O3",
  "method": "wB97M-V/def2-TZVPD",
  "elements": ["C", "C", "O", "O", "H", "H", "H", "C", "O", "H", "H", "H", "H"],
  "coordinates": [[-0.5520, 1.4793, -1.7655], [-0.1118, -0.0896, -1.5001], [-1.0990, -0.7671, -1.1338], [1.0892, -0.4568, -1.6047], [-1.3965, 1.4594, -2.3955], [0.2286, 1.9818, -2.2626], [-0.8733, 1.8581, -0.7743], [0.6729, -0.5780, 1.8528], [-0.0082, -1.6289, 2.5765], [-0.2124, -2.3262, 1.9443], [-0.1513, -0.0731, 1.3213], [1.4411, -0.9471, 1.0777], [0.9728, 0.0883, 2.6640]],
  "atomic_forces_ev_per_a": [[0.64, -2.48, 1.54], [-0.33, 0.69, 0.24], [0.20, -0.15, -0.05], [-0.86, 0.81, -0.12], [-1.16, -0.09, -0.73], [1.06, 1.04, -0.16], [0.49, 0.13, -0.62], [-1.15, -0.38, -0.69], [0.64, -0.61, -0.07], [-0.10, 0.18, -0.06], [0.74, 0.14, -0.34], [-0.96, 0.73, 1.48], [0.79, 0.00, -0.44]],
  "multiplicity": 1,
  "total_charge": -1,
  "relative_energy_kcal_mol": 32.6,
  "homo_energy_ev": -4.00,
  "gap_ev": 8.054
}

=====

[3]
{
  "formula": "C3H7O3",
  "method": "wB97M-V/def2-TZVPD",
  "elements": ["O", "C", "O", "H", "H", "C", "O", "C", "H", "H", "H", "H", "H"],
  "coordinates": [[2.5219, -0.1748, -1.3872], [2.3305, -0.0398, -0.2205], [2.0630, -1.0667, 0.5974], [2.3398, 0.8847, 0.3776], [0.5162, -0.6459, 1.0506], [-1.1858, 0.3997, 0.6683], [-0.2993, -0.3290, 1.4644], [-1.3280, -0.1286, -0.7930], [-2.1500, 0.3908, 1.1713], [-0.8658, 1.4306, 0.5242], [-2.3625, -0.3528, -1.0219], [-0.8759, 0.6313, -1.4315], [-0.7043, -0.9996, -0.9998]],
  "atomic_forces_ev_per_a": [[0.01, 0.08, -0.20], [0.15, -0.40, 0.28], [0.63, 0.09, -0.36], [0.01, 0.21, -0.03], [-0.95, 0.17, -0.21], [0.13, -0.38, -1.48], [0.03, -0.23, 1.12], [0.74, 0.28, 0.59], [0.05, 0.03, 0.11], [0.05, 0.34, 0.59], [-0.03, 0.07, -0.37], [-0.60, 0.03, -0.39], [-0.23, -0.31, 0.37]],
  "multiplicity": 2,
  "relative_energy_kcal_mol": 37.2,
  "homo_energy_ev": [-10.23, -10.17],
  "gap_ev": [11.096, 6.267]
}

=====

[4]
{
  "formula": "C3H7O3Sr",
  "method": "wB97M-V/def2-TZVPD",
  "elements": ["O", "C", "C", "O", "C", "H", "H", "H", "H", "H", "H", "Sr", "O", "H"],
  "coordinates": [[-0.8017, 1.6203, -0.1328], [-2.0177, 0.9634, -0.2752], [-2.0665, -0.2724, 0.6197], [-0.8541, -1.0309, 0.4359], [-0.9507, -2.1475, -0.4384], [-2.1937, 0.6495, -1.3255], [-2.8761, 1.6032, 0.0060], [-2.9343, -0.9155, 0.4180], [-2.0704, 0.0268, 1.6778], [-1.5353, -2.9440, 0.0400], [-1.4107, -1.8486, -1.3909], [0.9216, 0.5495, 0.2959], [2.6493, -0.6495, -0.3061], [0.1111, -2.4544, -0.6835]],
  "atomic_forces_ev_per_a": [[-2.43, 0.89, -0.55], [-0.15, 0.35, -0.15], [-0.16, 0.01, 0.06], [-0.35, -0.44, 0.19], [0.97, -0.11, -0.60], [0.02, 0.06, 0.20], [0.07, -0.13, -0.09], [0.10, 0.14, 0.09], [-0.06, -0.07, -0.23], [0.27, 0.04, -0.21], [-0.09, -0.11, 0.22], [2.89, -0.55, 0.76], [0.15, -0.16, -0.17], [-1.23, 0.08, 0.49]],
  "multiplicity": 2,
  "relative_energy_kcal_mol": 0.0,
  "homo_energy_ev": [-8.96, -8.62],
  "gap_ev": [8.767, 8.442]
}

=====

[5]
{
  "formula": "C3H7O5SV",
  "method": "wB97M-V/def2-TZVPD",
  "elements": ["C", "C", "O", "C", "S", "O", "O", "O", "H", "H", "H", "H", "H", "H", "H", "O", "V"],
  "coordinates": [[-1.8070, -0.8423, 1.8650], [-0.9665, -0.5616, 0.6899], [0.4003, -0.5450, 1.0788], [1.2224, 0.3104, 0.4424], [1.6517, -0.1630, -1.2441], [2.5464, -1.2093, -1.2577], [0.4054, -0.3850, -2.0540], [2.0551, 1.1213, -1.8249], [-1.6604, -1.8358, 2.2165], [-2.8269, -0.7658, 1.5577], [-1.6627, -0.1301, 2.6408], [-1.2349, 0.4081, 0.2660], [-1.1036, -1.3135, -0.0534], [2.1714, 0.3602, 0.9242], [0.8119, 1.3134, 0.3784], [0.0414, 2.7092, -3.2848], [-0.0441, 1.5287, -2.3405]],
  "atomic_forces_ev_per_a": [[-0.50, 0.07, -0.07], [0.52, 0.06, 0.05], [0.07, -0.47, 0.64], [-0.67, -0.44, -0.59], [-0.26, 0.19, 0.73], [1.72, -2.03, -0.08], [-2.37, -0.02, -0.62], [-0.73, 2.93, -0.87], [0.26, -0.75, 0.42], [-0.88, -0.02, -0.18], [0.28, 0.52, 0.75], [-0.02, 0.60, -0.27], [-0.11, -0.52, -0.78], [0.83, 0.07, 0.50], [-0.27, 0.73, -0.09], [-0.10, 0.12, -0.82], [2.24, -1.03, 1.28]],
  "multiplicity": 2,
  "total_charge": 1,
  "homo_energy_ev": [-14.75, -14.75],
  "gap_ev": [6.814, 7.283]
}

=====

[6]
{
  "formula": "C3H7O6PS",
  "method": "wB97M-V/def2-TZVPD",
  "elements": ["C", "C", "O", "S", "O", "O", "O", "C", "P", "O", "O", "H", "H", "H", "H", "H", "H", "H"],
  "coordinates": [[0.7755, -1.7746, -0.8717], [0.7237, -0.3298, -0.3289], [1.8569, 0.5163, -0.5635], [1.4693, 1.8499, 0.3648], [2.1179, 3.1162, 0.0054], [1.8875, 1.4915, 1.7364], [-0.1759, 1.7803, 0.1083], [-0.4706, 0.5942, -0.6927], [-2.2339, 0.1402, -0.1414], [-2.5756, 0.9645, 1.2765], [-2.2446, -1.5148, 0.1904], [1.4867, -1.9099, -1.7030], [-0.2045, -2.1497, -1.1951], [1.1520, -2.4093, -0.0535], [0.5675, -0.4840, 0.7602], [-0.5596, 0.8396, -1.7653], [-1.8244, 0.9958, 1.8810], [-1.7478, -1.7161, 0.9922]],
  "atomic_forces_ev_per_a": [[0.94, 0.20, -0.36], [-2.04, -0.90, 0.35], [-0.63, 1.37, 0.65], [3.37, 1.25, 2.83], [-2.20, -2.65, -1.10], [-2.19, -0.10, -2.38], [2.30, 0.27, -0.36], [0.29, -0.68, 1.25], [-2.56, -0.27, -0.78], [1.30, -1.25, -1.12], [0.73, 1.69, 0.35], [-0.32, 0.31, 0.19], [0.26, 0.34, 0.21], [-0.22, 0.12, -0.38], [0.57, 0.38, -0.27], [0.23, 0.06, 0.44], [0.09, 0.24, 0.32], [0.09, -0.38, 0.15]],
  "multiplicity": 1,
  "homo_energy_ev": -9.61,
  "gap_ev": 9.707
}

=====

[7]
{
  "formula": "C3H7OPS",
  "method": "wB97M-V/def2-TZVPD",
  "elements": ["C", "C", "C", "O", "P", "S", "H", "H", "H", "H", "H", "H", "H"],
  "coordinates": [[1.7036, -1.9730, -1.2414], [1.4314, -2.8797, -0.5065], [0.5327, 0.2274, 1.9990], [-1.0896, -1.3551, 0.5791], [-1.4019, 1.3967, -0.1976], [-0.1299, -0.3198, 0.3639], [1.9117, -1.0776, -1.6943], [-0.2318, 2.0921, -0.6662], [1.2022, -3.5286, 0.2373], [1.2427, 0.9771, 1.6353], [-0.1453, 0.5109, 2.6642], [1.1876, -0.6012, 2.4046], [-1.5667, 0.7239, -1.4164]],
  "atomic_forces_ev_per_a": [[-0.26, -1.65, 1.21], [0.76, 1.76, -1.70], [3.91, -2.08, -3.61], [-2.19, -2.82, 0.51], [0.80, 0.30, 0.40], [1.76, 2.53, 0.42], [0.42, 1.26, -1.17], [-0.45, -0.01, 0.03], [-0.61, -1.78, 1.43], [-0.18, 0.42, 0.61], [-2.95, 1.44, 2.72], [-0.93, 0.65, -0.56], [-0.09, -0.02, -0.29]],
  "multiplicity": 1,
  "relative_energy_kcal_mol": 107.3,
  "homo_energy_ev": -8.54,
  "gap_ev": 9.213
}

=====

[8]
{
  "formula": "C3H7OPS",
  "method": "wB97M-V/def2-TZVPD",
  "elements": ["C", "C", "C", "O", "P", "S", "H", "H", "H", "H", "H", "H", "H"],
  "coordinates": [[0.1128, 2.1909, -0.7783], [0.5828, 0.9830, -0.4183], [0.0324, -1.2420, 1.5123], [-0.0385, -1.9809, -1.4962], [-0.7256, -0.1407, 0.0913], [-2.5964, 0.1395, -0.1141], [0.6198, 3.0194, -1.2866], [-0.8943, 2.4164, -0.5254], [1.5748, 0.6677, -0.5684], [0.8030, -1.7797, 1.1276], [0.3374, -0.5287, 2.3522], [-0.7331, -2.0321, 1.8739], [0.9249, -1.7129, -1.7701]],
  "atomic_forces_ev_per_a": [[0.81, -0.18, 0.08], [-2.23, 1.64, -0.51], [-4.10, 2.13, 1.48], [1.81, 2.89, 1.11], [2.19, -4.43, -0.31], [0.69, 0.28, 0.21], [0.36, -0.61, 0.37], [-0.90, 0.13, -0.11], [0.98, -0.62, -0.09], [2.45, -1.18, -1.33], [-0.42, -1.09, -1.07], [1.00, 1.67, -0.58], [-2.64, -0.63, 0.75]],
  "multiplicity": 1,
  "relative_energy_kcal_mol": 72.5,
  "homo_energy_ev": [-9.02, -9.03],
  "gap_ev": [7.997, 8.002]
}